No. 1
The following is a DFT calculation (wB97M-V/def2-TZVPD) of a structure of composition C12H37AsF6O6 at a distorted geometry.

Its spin multiplicity is 1. The calculation puts the HOMO-LUMO gap at 9.41 eV. The energy relative to the best compared isomer or geometry (same formula, charge and spin) is 13.2 kcal per mole. Its largest force on an atom is 1.83 eV/A.

The geometry in XYZ format:
```
62
Properties=species:S:1:pos:R:3:forces:R:3:lowdin_charge:R:1
O 2.35162 -12.68362 19.50407 0.55 -0.12 0.52 0.19
H 2.18405 -11.71117 19.39235 -0.50 0.27 -0.44 0.10
H 1.65766 -13.12332 20.04371 -0.19 -0.21 -0.05 0.10
H 2.38562 -13.00814 18.56879 0.21 -0.60 -0.40 0.08
As 1.46328 -13.48542 16.00700 0.28 -1.36 -0.12 0.80
F 0.07508 -13.50470 14.99931 0.17 0.10 0.18 -0.22
F 1.24310 -15.16791 16.50829 -0.05 0.88 -0.43 -0.26
F 2.90578 -13.51769 17.09815 -0.62 0.54 0.00 -0.27
F 1.74890 -11.76310 15.71344 -0.03 -0.64 -0.13 -0.25
F 0.49678 -13.00251 17.38261 0.10 -0.03 0.08 -0.25
F 2.48577 -13.94631 14.69911 -0.21 0.28 0.38 -0.22
C 1.30560 -8.29871 17.55382 0.39 -0.05 0.39 -0.06
C 0.99079 -9.52700 18.40680 -0.01 0.15 0.23 -0.28
O 1.85185 -10.62525 18.11108 -0.46 0.24 -0.82 -0.12
H 2.18078 -7.82672 18.00365 -0.05 0.28 -0.17 0.07
H 0.47499 -7.59419 17.52056 0.01 0.02 0.18 0.07
H 1.57983 -8.52419 16.52296 -0.17 -0.34 0.02 0.08
H -0.06198 -9.81832 18.33536 0.08 -0.13 -0.14 0.12
H 1.19587 -9.33979 19.46279 -0.33 0.31 -0.26 0.07
H 1.59841 -10.93345 17.20009 0.64 0.02 0.93 0.06
C 2.34133 -9.68835 21.79337 -0.76 0.10 0.07 -0.08
C 1.28415 -10.62199 22.33744 0.79 -0.65 0.20 -0.29
O 0.69285 -11.36896 21.27282 -0.16 0.17 0.02 -0.08
H 2.81124 -9.30025 22.69730 0.47 0.27 -0.38 0.09
H 1.90987 -8.88045 21.20194 0.08 0.12 0.25 0.06
H 3.03055 -10.22976 21.14614 0.26 0.01 0.26 0.08
H 0.56222 -10.10706 22.97453 -0.24 0.09 -0.32 0.12
H 1.84242 -11.30299 22.99259 -0.27 -0.21 0.08 0.10
H 0.04929 -11.98798 21.63054 -0.05 0.11 0.05 0.09
C 1.55105 -17.03389 20.48846 0.17 -0.11 1.63 -0.08
C 0.71189 -15.89408 19.96955 0.87 -0.16 -0.93 -0.26
O 0.83435 -14.72484 20.80891 -0.53 0.05 -0.16 -0.11
H 1.49166 -17.05481 21.58507 -0.43 -0.06 0.00 0.07
H 2.62726 -16.89954 20.37084 -0.09 -0.06 -0.72 0.07
H 1.19314 -18.00911 20.16437 0.25 0.05 -0.38 0.08
H -0.32827 -16.19728 19.84984 -0.04 0.19 0.11 0.12
H 1.10095 -15.62265 18.98504 -0.33 0.14 -0.04 0.10
H 0.00952 -14.70948 21.30275 0.16 0.27 0.23 0.09
C 7.63460 -16.04640 19.49637 0.59 0.30 0.13 -0.06
C 7.08216 -14.67194 19.16803 -1.69 0.38 0.38 -0.47
C 5.61708 -14.69713 18.71959 0.06 -0.15 -0.43 -0.07
O 7.09052 -13.78250 20.30311 0.87 -0.45 -0.17 -0.07
H 7.25061 -16.45133 20.43577 -0.30 0.15 -0.02 0.07
H 8.71297 -15.94231 19.63403 0.05 -0.26 -0.09 0.08
H 7.42465 -16.77184 18.71154 0.07 0.06 -0.09 0.08
H 7.65362 -14.19248 18.37391 0.26 0.01 0.13 0.13
H 5.26289 -13.67110 18.63196 0.02 0.02 0.01 0.07
H 4.98411 -15.20755 19.45004 0.08 -0.06 0.07 0.07
H 5.47364 -15.16628 17.74334 0.04 -0.12 0.04 0.08
H 6.87061 -14.32322 21.07296 -0.19 0.21 0.13 0.04
C 3.24406 -14.68070 22.95635 -0.20 1.01 -0.33 -0.07
C 4.57294 -14.10077 23.47556 -0.03 -1.83 -0.10 -0.43
C 4.66342 -14.40457 24.97369 -0.87 0.41 0.78 -0.06
O 5.59479 -14.82463 22.77578 0.70 0.11 -0.27 -0.08
H 3.07094 -14.45038 21.90559 0.25 0.13 -0.01 0.05
H 2.38546 -14.26614 23.49246 0.00 -0.15 0.15 0.08
H 3.23656 -15.76896 23.01251 0.10 0.01 0.35 0.08
H 4.74124 -13.06976 23.17148 -0.20 0.12 0.32 0.14
H 4.19269 -13.63900 25.59873 0.03 0.26 -0.27 0.08
H 5.63028 -14.57913 25.44512 0.30 0.11 -0.60 0.08
H 4.03102 -15.27177 25.18448 0.26 -0.24 -0.10 0.08
H 5.78628 -15.64899 23.23291 -0.13 0.02 0.09 0.09
```
Positions in Å, forces in eV/Å.


No. 2
The following is a DFT calculation (wB97M-V/def2-TZVPD) of a cluster of 7 separate species, C12H38N4O12 in total at a distorted geometry.

Its spin multiplicity is 1. The calculation puts the HOMO-LUMO gap at 9.79 eV. The energy relative to the best compared isomer or geometry (same formula, charge and spin) is 30.6 kcal per mole. As for the SMILES: NC(N)=O.NC(N)=O.OCCO.OCCO.OCCO.OCCO.OCCO. Its largest force on an atom is 2.80 eV/A.

The geometry in XYZ format:
```
66
Properties=species:S:1:pos:R:3:forces:R:3:lowdin_charge:R:1
N 2.87925 3.06814 0.16311 -0.54 -0.96 -0.97 0.15
C 1.74699 3.83766 0.20054 0.10 -1.26 -1.45 -0.71
N 1.80969 4.73454 1.15895 -0.34 2.04 1.80 0.17
O 0.82483 3.65369 -0.59178 0.11 0.06 0.55 0.03
H 2.73769 2.28034 -0.45208 0.76 0.06 0.13 0.10
H 3.73568 3.25840 0.64475 -0.01 -0.15 -0.04 0.09
H 1.02107 5.33837 1.37007 0.36 -0.21 -0.17 0.12
H 2.62258 4.71042 1.76083 -0.61 0.31 0.03 0.11
N 2.99826 -2.18204 3.86263 0.11 0.65 -1.39 0.15
C 3.09229 -0.84919 4.19186 0.86 -1.24 -0.30 -0.68
N 3.37780 -0.04233 3.11568 0.38 1.37 -0.37 0.13
O 3.04176 -0.42108 5.32352 -0.39 0.24 0.34 0.03
H 2.64120 -2.81959 4.52746 -0.30 -0.33 0.64 0.09
H 2.89816 -2.40933 2.86615 -0.09 0.03 0.67 0.07
H 3.77222 -0.34708 2.23124 -0.39 -0.50 0.49 0.09
H 3.74978 0.85150 3.41642 -0.24 -0.22 -0.05 0.10
O -2.05737 5.88296 1.17379 0.03 -0.31 -0.28 -0.07
C -2.35101 4.50579 0.90240 0.77 0.13 0.04 -0.23
C -1.66628 3.51439 1.81660 -0.10 -0.38 1.16 -0.22
O -1.97642 3.84012 3.20865 -0.31 0.50 -1.12 -0.08
H -2.10412 6.08764 2.11040 -0.22 -0.43 0.24 0.07
H -3.41822 4.26123 0.92055 -0.06 0.49 -0.08 0.12
H -1.92738 4.34956 -0.10137 -0.43 -0.15 0.23 0.12
H -0.59606 3.43568 1.66545 0.30 0.42 -0.01 0.09
H -2.04306 2.51493 1.59085 -0.19 -0.04 -0.08 0.11
H -1.41043 3.37582 3.82081 0.30 -0.33 -0.08 0.07
O 1.63793 -3.24809 -4.75446 -0.75 0.00 -0.23 -0.08
C 0.85004 -4.18818 -3.99189 0.46 1.62 0.82 -0.21
C 0.86298 -3.80493 -2.46037 -0.53 -0.31 -2.73 -0.25
O 2.17536 -3.63173 -2.01945 0.67 -1.40 0.94 -0.06
H 1.23056 -2.37408 -4.86297 -0.13 -0.53 0.32 0.07
H -0.21012 -4.33187 -4.24866 0.22 0.42 -0.52 0.11
H 1.37683 -5.09314 -4.25218 0.00 -0.70 0.56 0.11
H 0.11822 -4.53772 -2.04711 1.10 0.59 0.83 0.13
H 0.56861 -2.77554 -2.37433 -1.45 0.30 -0.04 0.09
H 2.66104 -4.41128 -2.31421 0.37 0.13 0.23 0.10
O -1.37232 1.34307 -1.68385 0.07 -0.83 0.73 -0.10
C -1.51870 0.28333 -2.65416 0.48 2.33 -0.65 -0.18
C -0.30314 0.24182 -3.60198 0.88 -1.76 -0.36 -0.25
O 0.23745 1.51740 -3.81799 -0.86 0.89 0.94 -0.05
H -0.67028 1.97330 -1.89527 0.09 -0.07 -0.41 0.07
H -1.69193 -0.66292 -2.13683 0.08 0.11 -0.18 0.11
H -2.37844 0.62259 -3.24392 -0.13 -0.66 0.00 0.12
H -0.58108 -0.25568 -4.55067 -0.26 0.30 0.24 0.12
H 0.48213 -0.43127 -3.19068 -0.24 0.36 0.17 0.10
H 0.83345 1.64551 -4.55029 0.09 -0.61 -0.34 0.10
O 2.25135 -2.13411 0.99611 -0.67 0.13 0.52 -0.11
C 0.85260 -1.66954 0.95649 2.43 -0.77 -0.67 -0.19
C 0.84904 -0.23704 0.55138 -0.43 0.84 1.33 -0.25
O -0.52353 0.08907 0.73721 -0.09 0.95 -0.98 -0.08
H 2.42624 -2.57790 0.16425 0.04 -0.19 -0.25 0.06
H 0.35269 -2.29869 0.24163 -0.57 -0.08 -0.34 0.10
H 0.37892 -1.79619 1.91837 0.14 0.03 0.41 0.12
H 1.23039 -0.03204 -0.45195 -0.25 -0.31 -0.25 0.12
H 1.48105 0.37708 1.24260 -0.38 -0.56 -0.37 0.11
H -0.78394 0.63384 -0.03376 -0.27 -0.05 0.32 0.04
O -2.27321 -2.92666 0.05794 0.15 -1.32 0.36 -0.09
C -3.33057 -2.01033 -0.08991 0.96 0.85 -0.07 -0.26
C -4.38329 -2.04562 1.02610 -0.11 -1.19 -0.37 -0.22
O -3.82229 -2.33269 2.30586 0.17 -0.74 0.08 -0.08
H -1.98429 -2.94453 0.98668 -0.29 0.31 -0.37 0.08
H -2.80881 -1.05043 -0.15080 -0.59 0.47 0.25 0.09
H -3.76215 -2.18804 -1.08004 -0.23 -0.10 0.23 0.12
H -5.14775 -2.81459 0.74948 0.36 0.67 0.37 0.13
H -4.82503 -1.06432 1.11608 -0.37 0.17 -0.11 0.11
H -3.88490 -3.28838 2.51004 -0.03 0.89 -0.39 0.10
```
Positions in Å, forces in eV/Å.


No. 3
The following is a DFT calculation (wB97M-V/def2-TZVPD) of a cluster of 7 separate species, C12H38O7 in total at a distorted geometry.

Its spin multiplicity is 1. The calculation puts the HOMO-LUMO gap at 10.12 eV. The energy relative to the best compared isomer or geometry (same formula, charge and spin) is 63.2 kcal per mole. As for the SMILES: CCO.CCO.CCO.CCO.CCO.CCO.O. Its largest force on an atom is 2.94 eV/A.

The geometry in XYZ format:
```
57
Properties=species:S:1:pos:R:3:forces:R:3:lowdin_charge:R:1
C -16.04889 6.65565 24.91142 0.33 -1.51 -0.56 -0.09
C -17.17803 7.55854 25.15320 -1.25 2.30 1.35 -0.35
O -18.40749 6.97441 24.72224 0.35 -0.20 -0.40 -0.08
H -16.17829 6.25691 23.89747 0.18 -0.07 0.10 0.07
H -16.10776 5.81169 25.60451 0.12 -0.02 -0.14 0.08
H -15.04794 7.07539 24.96489 -0.14 0.38 0.17 0.08
H -17.03236 8.56889 24.73331 0.01 -0.38 -0.64 0.09
H -17.31748 7.83396 26.21288 0.40 -0.48 0.07 0.12
H -19.12799 7.51344 25.05724 -0.03 -0.01 -0.01 0.08
C -16.96604 6.79541 20.54914 0.02 0.01 -0.82 -0.08
C -17.86856 7.86994 21.13097 0.45 0.04 0.08 -0.31
O -18.61805 8.48793 20.10602 -0.96 0.05 -0.10 -0.10
H -17.49050 6.08164 19.90578 -0.54 0.08 0.37 0.07
H -16.42614 6.19190 21.27865 0.22 0.34 0.09 0.06
H -16.31763 7.28613 19.81488 0.52 -0.07 0.42 0.07
H -17.29108 8.65230 21.63997 0.26 -0.26 0.05 0.09
H -18.51686 7.44778 21.90147 -0.36 0.09 -0.29 0.09
H -18.06529 9.06110 19.54528 0.19 -0.29 0.32 0.04
C -15.59578 4.39906 18.19121 0.11 1.43 0.93 -0.08
C -14.51184 4.24272 19.24275 1.35 -1.46 0.20 -0.29
O -14.33056 2.79308 19.31314 -0.34 0.33 0.72 -0.11
H -15.96923 5.42821 18.19224 0.27 0.06 -0.26 0.05
H -16.45494 3.83648 18.55343 0.12 -0.43 -0.34 0.08
H -15.26771 4.13451 17.19332 -0.06 -0.28 0.00 0.08
H -14.71765 4.69927 20.22000 -0.80 -0.35 -0.10 0.09
H -13.46464 4.56171 19.10262 -0.60 0.79 -1.07 0.11
H -13.77477 2.60763 20.07870 -0.04 -0.10 -0.13 0.07
C -20.23774 4.63291 22.09430 0.53 -0.20 0.50 -0.09
C -20.81032 5.74893 21.26074 -0.54 -0.19 -0.43 -0.32
O -22.04715 5.31566 20.65496 0.47 0.11 0.00 -0.09
H -19.74755 3.90210 21.44381 -0.03 -0.07 0.13 0.07
H -20.99607 4.11726 22.68512 -0.19 0.10 -0.17 0.08
H -19.50203 4.98534 22.82467 0.12 0.09 -0.22 0.06
H -20.10993 6.01710 20.45997 0.02 0.19 0.19 0.10
H -21.03751 6.64869 21.83228 -0.09 -0.10 -0.03 0.10
H -21.80389 4.54842 20.12189 -0.26 0.08 0.02 0.08
C -18.26232 11.97423 18.21714 -0.57 -0.72 -1.11 -0.08
C -16.88249 11.38529 18.45433 0.56 1.35 0.61 -0.31
O -16.85067 9.97269 18.51008 -0.03 -0.15 -0.16 -0.08
H -18.61070 11.65757 17.22401 0.13 0.08 -0.03 0.08
H -18.31451 13.06067 18.19408 0.31 0.04 0.29 0.08
H -19.04225 11.57785 18.86908 0.33 0.09 0.44 0.07
H -16.45957 11.77335 19.38746 -0.32 -0.42 0.28 0.11
H -16.13803 11.77022 17.74759 -0.33 -0.21 -0.43 0.11
H -16.82973 9.62999 17.60977 -0.06 -0.03 0.07 0.11
C -15.52498 10.82906 23.15022 -0.30 -0.10 0.77 -0.09
C -15.83439 12.20270 23.71586 -0.38 0.51 0.18 -0.33
O -14.69669 12.93009 24.17556 -0.05 -0.27 -0.17 -0.08
H -15.20910 10.14431 23.94125 0.35 0.22 0.06 0.07
H -14.74486 10.86855 22.39303 -0.20 -0.11 -0.25 0.08
H -16.45985 10.37633 22.81367 0.12 0.13 -0.56 0.05
H -16.52094 12.13502 24.56229 0.22 -0.21 0.16 0.11
H -16.39194 12.83236 23.01252 0.14 -0.18 -0.33 0.11
H -14.22505 13.22624 23.39038 0.11 0.02 0.13 0.08
O -21.81484 9.16178 20.87631 0.10 0.07 -0.09 -0.06
H -21.39414 9.70872 21.54758 0.02 -0.05 -0.08 0.03
H -21.10986 8.97607 20.23986 0.03 -0.06 0.21 0.02
```
Positions in Å, forces in eV/Å.


- Look up the HOMO-LUMO gap of the first one.
  9.41 eV